{
  "formula": "C13H44BrN11O26P3",
  "method": "the ωB97M-V functional and the def2-TZVPD basis",
  "e_tot_ha": -6677.41315,
  "total_charge": -1,
  "gap_ev": 5.52,
  "spin_multiplicity": 1,
  "fmax_ev_per_a": 2.2,
  "species": ["C", "O", "C", "P", "Br", "P", "P", "O", "O", "O", "H", "H", "H", "H", "H", "H", "H", "H", "H", "H", "H", "C", "N", "O", "O", "H", "H", "H", "C", "N", "O", "O", "H", "H", "H", "C", "N", "O", "O", "H", "H", "H", "C", "N", "O", "O", "H", "H", "H", "C", "N", "O", "O", "H", "H", "H", "C", "N", "O", "O", "H", "H", "H", "C", "N", "O", "O", "H", "H", "H", "C", "N", "O", "O", "H", "H", "H", "C", "N", "O", "O", "H", "H", "H", "C", "N", "O", "O", "H", "H", "H", "C", "N", "O", "O", "H", "H", "H"],
  "positions_angstrom": [[-1.869, -3.934, -1.121], [-2.402, -3.044, -2.086], [-3.430, -2.206, -1.581], [-2.761, -0.645, -0.742], [-3.368, -1.447, 1.519], [-1.836, 1.203, 0.349], [-0.654, 2.091, -1.228], [0.165, 3.255, -0.829], [0.216, 0.843, -1.779], [-1.594, 2.474, -2.492], [-1.020, -3.489, -0.583], [-1.515, -4.833, -1.639], [-2.618, -4.203, -0.365], [-4.008, -1.838, -2.439], [-4.118, -2.765, -0.931], [-4.046, 0.001, -0.831], [-2.391, -0.111, -2.029], [-1.447, -1.230, -0.618], [-2.887, 2.130, 0.527], [0.370, 0.245, -1.019], [-1.500, 1.873, -3.246], [2.442, -0.177, 2.582], [1.976, -0.837, 1.338], [0.843, -0.568, 0.987], [2.746, -1.575, 0.753], [1.643, 0.437, 2.968], [2.722, -0.939, 3.301], [3.305, 0.429, 2.317], [1.063, -1.772, -2.926], [1.498, -3.172, -3.195], [2.607, -3.528, -2.850], [0.683, -3.882, -3.758], [1.868, -1.252, -2.423], [0.827, -1.317, -3.883], [0.169, -1.829, -2.312], [-0.019, 3.497, 4.513], [0.654, 2.174, 4.409], [1.856, 2.116, 4.637], [-0.033, 1.232, 4.087], [0.724, 4.235, 4.792], [-0.447, 3.708, 3.538], [-0.803, 3.396, 5.258], [1.290, -6.824, -2.141], [0.501, -7.988, -1.650], [-0.603, -8.172, -2.121], [1.025, -8.688, -0.803], [0.711, -6.293, -2.886], [1.506, -6.191, -1.285], [2.211, -7.218, -2.561], [-2.638, 1.233, -6.820], [-2.882, 0.887, -5.394], [-3.871, 1.316, -4.847], [-2.021, 0.196, -4.862], [-3.419, 1.893, -7.178], [-1.669, 1.723, -6.845], [-2.617, 0.300, -7.371], [-0.658, -2.657, -6.381], [-1.617, -1.957, -7.264], [-2.801, -2.172, -7.104], [-1.176, -1.169, -8.089], [-1.222, -3.303, -5.719], [0.033, -3.219, -7.003], [-0.138, -1.887, -5.822], [-7.631, -1.796, 2.239], [-7.294, -0.348, 2.335], [-7.930, 0.339, 3.122], [-6.390, 0.023, 1.629], [-8.443, -2.008, 2.926], [-7.911, -1.993, 1.209], [-6.728, -2.345, 2.492], [-1.216, 5.648, -3.566], [-1.196, 5.979, -5.017], [-0.835, 7.093, -5.349], [-1.543, 5.106, -5.790], [-0.880, 6.517, -3.014], [-2.233, 5.377, -3.303], [-0.558, 4.798, -3.407], [3.559, -0.761, 7.419], [3.837, -1.121, 6.000], [2.952, -1.663, 5.371], [4.935, -0.846, 5.556], [2.558, -1.095, 7.667], [4.306, -1.268, 8.023], [3.654, 0.312, 7.515], [3.746, 4.151, 3.187], [3.133, 5.473, 3.496], [3.758, 6.474, 3.201], [2.043, 5.470, 4.036], [4.707, 4.332, 2.722], [3.846, 3.614, 4.122], [3.068, 3.628, 2.518], [7.334, 2.279, 6.812], [5.972, 2.401, 6.228], [5.083, 1.717, 6.687], [5.830, 3.185, 5.309], [7.296, 1.545, 7.608], [7.998, 1.967, 6.012], [7.615, 3.261, 7.179]],
  "mulliken_charge": [-0.46, -0.25, -1.07, 1.21, -0.58, -0.19, 0.92, -0.70, -0.44, -0.34, 0.15, 0.06, 0.38, 0.34, 0.47, 0.05, -0.37, -0.50, 0.08, 0.11, 0.19, -0.08, 0.93, -0.44, -0.61, -0.20, 0.22, 0.27, -0.42, 0.99, -0.59, -0.49, 0.37, 0.17, -0.01, -0.90, 0.85, -0.46, -0.52, 0.41, 0.27, 0.32, -0.64, 0.92, -0.53, -0.57, 0.20, 0.26, 0.34, -0.71, 0.78, -0.51, -0.39, 0.29, 0.30, 0.24, -0.71, 0.95, -0.51, -0.58, 0.36, 0.33, 0.14, -0.68, 0.87, -0.57, -0.45, 0.31, 0.25, 0.26, -0.58, 0.88, -0.56, -0.54, 0.31, 0.26, 0.21, -0.79, 0.97, -0.57, -0.54, 0.33, 0.32, 0.28, -0.57, 0.94, -0.58, -0.60, 0.33, 0.18, 0.28, -0.83, 0.85, -0.47, -0.52, 0.31, 0.31, 0.31]
}